This record from the Open Molecules 2025 dataset describes a 4-piece molecular cluster, C24H20F4 overall at a distorted geometry. The level of theory is wB97M-V/def2-TZVPD.

XYZ file:
```
48
Properties=species:S:1:pos:R:3:forces:R:3:mulliken_charge:R:1
F -16.54897 22.39645 -12.86073 0.20 0.13 0.36 -0.34
C -17.11926 22.53553 -14.05984 -0.48 -0.08 -0.85 0.44
C -16.39828 22.24426 -15.19943 -0.15 0.07 -0.28 -0.58
C -17.05174 22.29438 -16.43883 0.59 -0.23 0.55 -0.28
C -18.38378 22.64715 -16.52016 -0.27 -0.37 0.01 -0.63
C -19.09007 22.94936 -15.35683 0.22 0.34 -0.60 -0.12
C -18.45331 22.91232 -14.13746 0.08 -0.13 0.81 -0.56
H -15.35418 21.97026 -15.13419 -0.01 -0.06 0.06 0.42
H -16.47157 21.99092 -17.30080 -0.17 0.16 -0.18 0.41
H -18.90975 22.59055 -17.46513 0.09 0.22 -0.05 0.40
H -20.12248 23.26019 -15.44571 -0.06 -0.13 0.21 0.43
H -18.97871 23.10002 -13.20836 -0.05 0.07 -0.08 0.41
F -21.06263 15.77875 -15.76068 0.08 -0.14 -0.01 -0.33
C -20.07280 16.64422 -16.03881 0.54 0.39 -0.33 0.31
C -20.40145 17.97356 -16.24353 -0.20 -0.04 -0.39 -0.50
C -19.40298 18.89190 -16.55714 -0.03 -0.75 0.09 -0.47
C -18.07160 18.48274 -16.55998 -0.65 0.42 -0.29 -0.66
C -17.76520 17.13361 -16.40240 0.31 0.51 -0.02 0.10
C -18.76259 16.19901 -16.18566 -0.35 -0.08 0.44 -0.40
H -21.44955 18.24480 -16.26170 0.01 0.04 0.15 0.47
H -19.66471 19.89394 -16.86762 0.01 0.14 0.31 0.43
H -17.36583 19.28063 -16.75366 0.47 -0.42 0.00 0.36
H -16.73327 16.80986 -16.45533 -0.01 -0.07 -0.02 0.34
H -18.51068 15.15220 -16.08192 -0.13 -0.03 0.05 0.36
F -23.31883 21.24562 -11.04216 0.00 -0.16 -0.01 -0.34
C -22.25283 20.82566 -11.75838 0.15 0.18 0.03 0.41
C -21.12020 20.39939 -11.08074 0.43 0.19 -0.23 -0.50
C -19.99451 20.03906 -11.82235 -0.38 -0.18 -0.12 -0.55
C -20.02858 20.12160 -13.20092 0.15 -0.20 -0.87 -0.41
C -21.19089 20.48253 -13.85948 -1.02 0.29 0.32 -0.08
C -22.33012 20.85229 -13.14528 0.38 -0.59 0.35 -0.74
H -21.04128 20.39238 -10.00288 -0.41 -0.02 0.04 0.41
H -19.13038 19.60492 -11.33806 0.09 0.30 0.13 0.41
H -19.18801 19.87425 -13.83995 0.16 -0.17 0.35 0.47
H -21.30838 20.44990 -14.93432 0.45 0.03 -0.05 0.45
H -23.27045 21.02038 -13.65024 -0.02 0.32 0.10 0.43
F -16.67184 13.47556 -14.67200 -0.01 -0.03 -0.15 -0.37
C -15.79886 13.90539 -15.60912 0.06 -0.03 0.41 0.40
C -15.88900 13.43140 -16.89708 -0.23 0.22 0.18 -0.33
C -14.96240 13.90494 -17.80974 0.08 -0.14 -0.77 -0.24
C -13.95014 14.78787 -17.47003 -0.20 0.15 0.81 -0.59
C -13.90923 15.28228 -16.15629 0.01 -0.94 -0.62 -0.35
C -14.82602 14.80066 -15.22540 0.61 0.85 0.08 -0.51
H -16.68610 12.74607 -17.15080 0.08 -0.03 -0.13 0.45
H -15.02971 13.59011 -18.84562 0.00 -0.17 0.10 0.35
H -13.20118 15.03044 -18.20938 -0.03 0.28 0.03 0.40
H -13.11978 15.94346 -15.82924 -0.03 0.12 -0.05 0.40
H -14.72902 15.17368 -14.21428 -0.37 -0.24 0.11 0.40
```
Forces are in eV/Å.

Calculated values
lowest unoccupied orbital energy: 0.68 eV
energy relative to the best compared isomer or geometry (same formula, charge and spin): 3.9 kcal/mol
SMILES: Fc1ccccc1.Fc1ccccc1.Fc1ccccc1.Fc1ccccc1
max |F|: 1.13 eV Å⁻¹
2S+1: 1
frontier orbital gap: 9.8 eV
molar mass: 384.42 g mol⁻¹